--- a ---
2 unconnected molecules or ions with the total composition C5H9O, computed with the ωB97M-V functional and the def2-TZVPD basis.

Geometry (Å):
1 H -0.0442 1.0754 2.3171
2 H -0.4288 -0.7809 2.0625
3 H -0.9814 1.4776 -1.3859
4 C -0.2037 0.2453 1.6531
5 H -2.3351 2.0599 -0.2573
6 C 1.7339 -0.8916 -0.4600
7 O -1.7981 -0.0617 -0.1706
8 C -1.0074 0.5793 0.5642
9 H 2.5512 -0.1905 -0.6255
10 H 1.7641 -1.5148 0.3553
11 H 0.1306 -1.8096 -1.2313
12 C -1.5603 1.3586 -0.5226
13 H 0.7089 -0.3916 -2.1471
14 C 0.7481 -1.0150 -1.3307
15 H 0.7224 -0.1404 1.1787

**Net charge**: +1
**2S+1**: 1
**Molecular weight**: 85.13 g mol⁻¹

Here are the Mulliken charges for atoms 1 to 2, given in e: 0.37, 0.33

=====

--- b ---
2 unconnected molecules or ions with the total composition C5H9O, computed with the ωB97M-V functional and the def2-TZVPD basis.

Geometry (Å):
1 C 3.8708 -0.7931 0.4762
2 H -2.3818 -0.1646 -2.3216
3 C -1.4836 -0.4309 -0.4412
4 H 4.6263 -0.8625 1.2608
5 H 0.0546 1.7895 1.4091
6 C -0.0125 0.8541 0.8493
7 H -3.5173 -0.1886 -0.8580
8 O 2.7443 -0.5772 0.6809
9 H -0.9312 -1.2699 -0.0600
10 H 0.3996 -0.1988 1.2216
11 H -1.5180 1.7544 -0.4362
12 C -2.6230 -0.6189 -1.3806
13 H 4.2396 -1.0009 -0.6282
14 C -1.0507 0.8378 0.0000
15 H -2.8524 -1.7173 -1.5386

**Net charge**: +1
**2S+1**: 1
**Molecular weight**: 85.13 g mol⁻¹

Here are the Mulliken charges for atoms 1 to 2, given in e: -0.10, 0.35

=====

Short version: a is the least stable of them.